[1]
C22H25N5S in the gas phase in a non-equilibrium geometry. Source: OMol25; level of theory: ωB97M-V/def2-TZVPD.

Structure (ORCA input):
```
! RIJCOSX wB97M-V def2-TZVPD def2/J DEFGRID3
* xyz 0 1
C -5.762 0.804 1.088
H -6.291 0.982 0.156
C 1.752 -1.658 -0.792
H -3.417 -1.717 1.797
H 1.338 -4.729 1.509
C 2.277 -3.940 -0.245
H -3.993 1.917 0.657
C 1.477 1.711 -0.529
H -1.740 1.731 -2.325
H 2.807 -4.854 -0.469
C -2.496 0.453 -0.738
N 1.557 3.719 0.755
H 4.728 -0.728 -0.992
C 1.453 -3.870 0.865
C 1.907 -0.443 -1.674
C 4.707 0.203 -0.449
H 6.728 2.210 1.391
C -0.336 2.943 -0.260
N -3.840 0.112 -0.316
C 5.823 1.874 0.907
S -2.032 3.232 -0.513
C -4.071 -1.318 -0.237
H -3.875 -1.729 -1.233
N 2.303 0.716 -0.911
N 0.289 3.849 0.485
H 0.397 -0.679 0.540
H -1.793 0.515 0.107
C 0.777 -2.695 1.148
H -2.171 -1.995 0.574
H -2.142 -0.337 -1.405
H 2.646 -0.628 -2.459
C 3.552 0.959 -0.358
H 0.133 -2.636 2.013
C 5.838 0.680 0.192
C 3.527 2.171 0.374
C 4.671 2.631 1.009
H -3.458 1.981 -1.922
H -3.722 0.564 1.763
H -5.130 -1.469 -0.024
C 2.184 2.664 0.273
N 0.195 1.845 -0.813
C 0.925 -1.596 0.323
C -2.469 1.770 -1.519
H 3.073 -2.897 -1.934
H 6.753 0.109 0.137
H 4.646 3.555 1.564
H 0.947 -0.193 -2.138
C 2.429 -2.837 -1.068
C -3.232 -2.087 0.792
H -3.498 -3.141 0.763
H -6.050 1.567 1.806
H -6.063 -0.163 1.484
C -4.258 0.875 0.850
*
```

- electronic energy (eV) = -41505.326
- Kohn-Sham gap (eV) = 8.11
- energy relative to the best compared isomer or geometry (same formula, charge and spin) (kcal per mole) = 0.4
- structure (SMILES) = CCN(CC)CCSc1nnc2c3ccccc3n(Cc3ccccc3)c2n1

---

[2]
16 unconnected molecules or ions with the total composition C45H57BrCl46NO6P in a non-equilibrium geometry. Source: OMol25; level of theory: ωB97M-V/def2-TZVPD.

Structure (ORCA input):
```
! RIJCOSX wB97M-V def2-TZVPD def2/J DEFGRID3
* xyz 0 1
Cl -7.920 3.014 -0.387
C 4.047 -3.700 2.858
Cl 8.247 3.392 -5.430
O -4.775 1.636 2.736
P 2.606 -0.217 -1.923
C 10.264 4.684 -1.978
H 6.702 0.584 3.826
C -6.236 1.917 2.688
H 6.589 -0.255 6.292
H 1.242 -4.900 2.743
Cl -9.076 2.598 -3.555
C -3.219 2.897 1.041
O -6.646 3.195 2.797
H 2.750 3.133 -0.973
H -8.351 0.971 2.730
H -5.282 1.774 0.616
Cl 7.121 0.786 -6.086
H 3.417 -6.186 1.406
Cl 0.208 -7.185 -2.758
Cl -6.506 1.073 6.156
H -0.570 3.487 -6.506
Cl -2.839 2.924 -6.206
C -9.396 2.035 -0.433
C -7.920 2.140 6.203
H -4.542 7.771 1.829
C 0.128 -7.259 -4.527
C 0.064 -4.750 0.798
Cl -7.968 -3.457 -4.559
O 6.910 0.636 5.963
Cl -7.877 3.166 7.647
H -0.176 -5.485 -0.104
Cl -5.598 5.900 0.860
C 2.865 1.509 0.734
C -8.236 -5.062 -3.857
C 7.352 -2.569 -2.202
H -3.613 3.488 0.108
Cl 5.930 5.557 -6.120
C -9.660 1.768 -5.007
O 4.381 -3.109 -0.905
H -0.422 -1.309 6.579
Cl -9.781 2.900 -6.365
H -6.876 -0.279 3.124
H 1.087 6.446 -7.670
H 0.628 -3.332 -0.984
C 3.342 1.709 2.317
H 0.000 3.468 1.691
C 4.570 0.694 4.769
Cl 7.937 -1.739 -0.750
H -1.584 1.460 1.779
Cl 6.030 2.328 -3.868
H -1.875 1.492 -0.148
C -1.050 -3.441 5.744
C -4.188 6.864 1.333
Cl 10.344 4.758 -0.210
H -1.279 -5.763 2.356
H 3.921 -3.862 -5.107
Cl -3.304 -0.291 8.255
Cl -9.796 -5.718 -4.382
Cl 1.056 5.883 -5.382
H 4.511 -0.335 5.351
C 6.189 1.094 4.767
H -10.657 1.371 -4.800
H 6.355 -2.965 -1.994
H -2.239 -4.603 1.112
Cl -0.879 -0.227 9.867
H -0.187 -3.775 7.851
Cl -9.416 1.191 6.159
Cl 1.860 -2.841 -5.622
H -10.105 2.513 -1.114
Cl -1.432 -7.915 -5.052
Cl 0.397 -5.655 -5.230
Cl 8.417 -3.924 -2.615
H 0.397 1.294 -0.196
H 3.902 1.467 5.342
H -3.265 3.572 2.007
C -1.171 2.597 -6.707
C -0.494 3.209 0.662
H -3.841 0.625 1.086
H 0.870 -2.233 5.432
Cl 3.272 6.947 -6.944
H 3.212 1.803 -2.826
H 1.164 -2.671 0.777
Cl -8.595 0.413 -5.420
Cl -9.045 0.409 -1.043
C 4.045 0.472 3.197
H 11.054 4.017 -2.331
C 3.607 -3.896 1.417
H -7.144 0.293 1.333
Cl -3.251 7.337 -0.095
Cl 6.255 6.957 -3.587
H 6.364 2.269 4.689
H 3.742 -0.640 -3.816
C -7.243 0.623 2.470
Cl -1.810 -4.604 -1.846
C 3.575 -3.190 -5.896
C 0.355 -3.266 0.167
Cl -1.099 2.257 -8.445
Br 3.730 -5.011 4.336
C 3.931 -2.712 0.277
H -0.059 -3.167 3.021
O 5.853 -2.178 4.081
Cl 7.231 -1.436 -3.559
C -1.894 0.672 8.727
H 2.146 1.038 -3.838
Cl -0.497 1.246 -5.781
C 4.818 -2.263 3.240
Cl -4.721 -4.486 -1.844
Cl -3.173 5.964 2.473
Cl -10.136 1.950 1.174
C 6.770 2.413 -5.476
H 0.919 -7.926 -4.880
C 3.707 -1.177 0.815
H -1.828 -2.591 2.711
H -2.316 -5.001 4.657
C -1.275 -4.721 1.800
N 2.269 1.311 -2.818
C 3.062 0.069 -0.098
Cl 6.216 8.455 -6.084
C -1.189 -3.548 2.953
H -0.893 4.193 0.117
C -0.268 -1.970 5.610
H 0.374 2.683 -1.468
C 4.179 -0.957 2.408
H -3.199 -2.893 -2.681
O 3.989 -0.847 -2.849
C -1.778 2.150 0.830
Cl 4.532 -1.700 -5.820
C -1.160 -4.101 7.244
H -0.652 -1.377 4.661
C 1.294 -5.390 1.673
H 2.127 3.781 0.681
C 2.174 2.817 0.020
H -1.189 -5.270 7.251
Cl 3.187 3.327 3.258
H 6.061 2.890 -6.157
Cl 8.704 4.028 -2.504
H -7.895 2.784 5.321
H -7.445 -5.729 -4.210
Cl 10.532 6.289 -2.681
Cl -3.182 -2.511 -0.355
C -4.333 1.682 1.305
C 6.688 6.936 -5.305
H -0.674 -2.668 0.214
Cl 2.147 4.342 -7.599
H 2.748 -5.399 -0.199
Cl -8.156 -4.988 -2.088
H -2.248 1.580 9.223
Cl -0.957 1.145 7.299
C -1.569 -4.091 4.479
C 0.577 2.450 -0.316
Cl 3.804 -3.997 -7.457
H -2.077 -3.691 7.884
H 1.030 -6.543 1.821
C 2.776 -5.277 0.976
C -3.225 -3.537 -1.799
H 7.773 6.829 -5.385
C 1.796 5.968 -6.989
*
```

- electronic energy (eV) = -716703.195
- Kohn-Sham gap (eV) = 6.47

---

[3]
6 unconnected molecules or ions with the total composition C37H45INO. Source: OMol25; level of theory: ωB97M-V/def2-TZVPD.

Structure (ORCA input):
```
! RIJCOSX wB97M-V def2-TZVPD def2/J DEFGRID3
* xyz 1 1
H -8.116 -0.536 -4.132
H -7.091 2.303 -3.741
C 7.649 0.577 2.797
C 2.019 4.227 -0.016
H -5.021 -3.515 -1.631
C 5.774 1.499 1.608
C -2.048 -5.128 -1.544
C 2.451 5.324 -0.749
H 4.763 1.407 1.233
H 9.378 1.839 2.942
H 1.998 5.548 -1.706
C -4.649 1.481 -2.544
C 6.493 2.664 1.376
C -2.231 0.859 -2.098
H 5.792 -0.453 2.497
H 11.058 4.304 7.999
H -4.207 -7.534 -3.871
H -6.824 3.150 -2.206
H -3.826 -2.064 -0.018
H -6.019 -8.963 -4.747
H -7.710 -1.520 -2.740
C -4.025 -8.628 -2.032
H -3.909 -0.503 -2.184
H -4.489 2.479 -2.134
C -4.489 -9.699 -1.282
H -4.446 1.479 -3.613
C 3.615 4.746 1.705
H -9.161 2.246 -2.770
C 9.445 5.111 4.589
H 4.841 6.471 1.355
C 7.790 2.784 1.854
C 6.352 0.455 2.317
H -9.694 0.081 -2.448
H -0.357 -4.541 -0.363
C 11.043 5.624 6.309
I -1.460 2.039 -0.474
H -1.493 -2.574 0.607
C -1.378 -4.314 -0.642
H 11.838 6.250 6.694
C 3.465 6.132 -0.255
C -3.327 -2.923 -0.451
H -3.920 0.555 -0.774
C -5.507 -10.502 -1.777
H 1.229 3.594 -0.401
C -3.696 0.509 -1.839
C 8.368 1.741 2.565
C 2.601 3.939 1.211
H 9.248 2.871 7.119
H -5.867 -11.339 -1.193
H 8.352 3.691 1.674
H 10.804 6.769 4.511
H 8.991 5.339 3.633
C -3.357 -4.839 -1.903
H 3.804 6.986 -0.826
H 8.099 -0.235 3.354
O -6.398 0.000 -3.181
C 9.008 4.016 5.321
N -8.450 1.779 -2.211
C -8.657 0.278 -2.193
C -6.059 -10.236 -3.022
H 8.217 3.388 4.932
H -2.138 1.511 -2.958
H -6.207 0.788 -1.267
C -3.997 -3.736 -1.355
C -6.097 1.082 -2.321
C -5.594 -9.166 -3.773
C -2.017 -3.210 -0.095
H -3.880 -5.475 -2.605
H -8.589 2.116 -1.261
H 4.074 4.517 2.658
C 4.047 5.843 0.972
H -3.227 -8.005 -1.647
C -7.067 2.195 -2.660
H 2.267 3.081 1.782
H -8.515 -0.038 -1.165
C 9.588 3.726 6.548
C 10.606 4.530 7.042
H 6.039 3.477 0.826
H -1.608 -0.018 -2.205
C -7.723 -0.496 -3.118
H -1.548 -5.988 -1.971
C 10.463 5.915 5.083
H -6.848 -10.866 -3.409
C -4.576 -8.362 -3.278
H -4.056 -9.909 -0.313
*
```

- electronic energy (eV) = -50729.933
- Kohn-Sham gap (eV) = 6.55

---

electronic energy of number 2 (C45H57BrCl46NO6P)? -716703.195 eV

---

Which of these has the lowest electronic energy? C45H57BrCl46NO6P